(a)
8 unconnected molecules or ions with the total composition C6H29O8, computed with ωB97M-V with the def2-TZVPD basis set.

Each atom is followed by the atoms it is bonded to, with distances in Å.
Geometry (Å):
1 O -1.638 -0.814 -0.375  H2 0.960, H3 0.960, H4 0.960
2 H -2.434 -0.332 -0.614  O1 0.960
3 H -1.925 -1.727 -0.300  O1 0.960
4 H -0.939 -0.555 -0.980  O1 0.960
5 O -2.808 -3.122 -0.053  H6 0.957, H7 0.957
6 H -2.478 -3.987 0.190  O5 0.957
7 H -3.535 -3.301 -0.649  O5 0.957
8 O -1.618 2.364 -1.072  H9 0.957, H10 0.957
9 H -2.448 2.790 -0.858  O8 0.957
10 H -1.204 2.206 -0.223  O8 0.957
11 O -4.065 0.260 -0.764  H12 0.957, H13 0.957
12 H -4.962 -0.073 -0.761  O11 0.957
13 H -4.154 1.191 -0.562  O11 0.957
14 O 0.956 -0.805 1.190  H15 0.957, H16 0.957
15 H 1.337 -1.643 1.451  O14 0.957
16 H 1.559 -0.462 0.530  O14 0.957
17 O -0.685 -2.243 -2.663  H18 0.957, H19 0.957
18 H -1.284 -2.956 -2.883  O17 0.957
19 H -0.042 -2.243 -3.372  O17 0.957
20 C 3.820 -1.582 -1.208  C21 1.542, H24 1.090, H25 1.090, H26 1.090
21 C 2.923 -0.468 -1.783  C20 1.542, C22 1.450, O23 1.390, H27 1.090
22 C 3.076 -0.413 -3.223  C21 1.450, H28 1.090, H29 1.090, H30 1.090
23 O 1.638 -0.775 -1.351  C21 1.390, H31 0.960
24 H 4.835 -1.353 -1.535  C20 1.090
25 H 3.754 -2.598 -1.598  C20 1.090
26 H 3.926 -1.617 -0.124  C20 1.090
27 H 3.348 0.451 -1.380  C21 1.090
28 H 4.149 -0.397 -3.412  C22 1.090
29 H 2.554 0.478 -3.570  C22 1.090
30 H 2.719 -1.318 -3.715  C22 1.090
31 H 1.598 -1.734 -1.370  O23 0.960
32 C -1.198 3.466 3.064  C33 1.548, H36 1.090, H37 1.090, H38 1.090
33 C -0.222 2.328 2.678  C32 1.548, C34 1.530, O35 1.371, H39 1.090
34 C -0.026 1.333 3.823  C33 1.530, H40 1.090, H41 1.090, H42 1.090
35 O -0.643 1.640 1.570  C33 1.371, H43 0.960
36 H -1.192 4.418 2.533  C32 1.090
37 H -1.036 3.810 4.086  C32 1.090
38 H -2.214 3.073 3.024  C32 1.090
39 H 0.742 2.753 2.398  C33 1.090
40 H -0.732 0.511 3.706  C34 1.090
41 H -0.212 1.697 4.833  C34 1.090
42 H 1.004 0.980 3.765  C34 1.090
43 H -0.244 0.767 1.558  O35 0.960

The multiplicity is 2. As for the HOMO energy (spin up / spin down): -15.89 / -15.89 eV. As for the charge: +2. The HOMO-LUMO gap (spin up / spin down) comes out at 10.3447 / 3.6151 eV.



(b)
8 unconnected molecules or ions with the total composition C6H29O8, computed with ωB97M-V with the def2-TZVPD basis set.

Each atom is followed by the atoms it is bonded to, with distances in Å.
Geometry (Å):
1 O 0.164 -0.384 0.076  H2 0.960, H3 0.960, H4 0.960
2 H 0.120 0.421 -0.446  O1 0.960
3 H 0.971 -0.858 -0.137  O1 0.960
4 H -0.544 -0.990 -0.157  O1 0.960
5 O -0.423 -3.578 2.158  H6 0.957, H7 0.957
6 H 0.476 -3.815 1.931  O5 0.957
7 H -0.796 -3.243 1.343  O5 0.957
8 O -1.559 -2.480 -0.044  H9 0.957, H10 0.957
9 H -1.774 -3.092 -0.747  O8 0.957
10 H -2.388 -2.044 0.157  O8 0.957
11 O 2.433 -3.764 1.007  H12 0.957, H13 0.957
12 H 3.284 -4.171 0.844  O11 0.957
13 H 2.631 -2.836 1.133  O11 0.957
14 O 3.193 -0.446 0.737  H15 0.957, H16 0.957
15 H 4.056 -0.278 0.357  O14 0.957
16 H 3.291 -0.224 1.663  O14 0.957
17 O 0.848 -2.045 -2.086  H18 0.957, H19 0.957
18 H 0.152 -2.608 -2.425  O17 0.957
19 H 1.623 -2.291 -2.591  O17 0.957
20 C -3.041 0.010 2.477  C21 1.461, H24 1.090, H25 1.090, H26 1.090
21 C -2.968 0.868 1.297  C20 1.461, C22 1.500, O23 1.415, H27 1.090
22 C -2.288 2.193 1.473  C21 1.500, H28 1.090, H29 1.090, H30 1.090
23 O -2.445 0.257 0.131  C21 1.415, H31 0.960
24 H -2.233 -0.707 2.623  C20 1.090
25 H -3.898 -0.651 2.350  C20 1.090
26 H -3.131 0.462 3.465  C20 1.090
27 H -4.029 1.110 1.241  C21 1.090
28 H -1.222 2.109 1.682  C22 1.090
29 H -2.709 2.693 2.345  C22 1.090
30 H -2.430 2.787 0.570  C22 1.090
31 H -3.018 0.452 -0.614  O23 0.960
32 C 1.274 3.439 -1.370  C33 1.458, H36 1.090, H37 1.090, H38 1.090
33 C 1.208 2.201 -2.137  C32 1.458, C34 1.532, O35 1.435, H39 1.090
34 C 2.412 1.275 -1.940  C33 1.532, H40 1.090, H41 1.090, H42 1.090
35 O 0.020 1.533 -1.688  C33 1.435, H43 0.960
36 H 2.037 4.061 -1.839  C32 1.090
37 H 1.601 3.458 -0.331  C32 1.090
38 H 0.314 3.956 -1.370  C32 1.090
39 H 1.115 2.384 -3.207  C33 1.090
40 H 2.232 0.289 -2.368  C34 1.090
41 H 2.708 1.066 -0.912  C34 1.090
42 H 3.354 1.694 -2.294  C34 1.090
43 H -0.618 1.789 -2.358  O35 0.960

The multiplicity is 2. As for the HOMO energy (spin up / spin down): -16.72 / -16.42 eV. As for the charge: +2. The HOMO-LUMO gap (spin up / spin down) comes out at 10.7345 / 2.9297 eV.



Which one sits at the bottom of the stability order? (b) does.



(a)
C10H13NO3 in the gas phase, computed with ωB97M-V with the def2-TZVPD basis set.

Each atom is followed by the atoms it is bonded to, with distances in Å.
Geometry (Å):
1 C 0.058 -0.481 -3.330  H11 1.096, H12 1.114, H13 1.061, O25 1.458
2 C 0.048 -1.743 -1.267  C3 1.472, O25 1.324, O26 1.211
3 C -0.223 -1.577 0.171  C2 1.472, C4 1.371, C8 1.473
4 C -0.594 -2.707 0.852  C3 1.371, C5 1.407, H14 1.080
5 C -1.100 -2.725 2.164  C4 1.407, C6 1.348, H15 1.084
6 C -1.305 -1.537 2.769  C5 1.348, C7 1.388, H16 1.044
7 C -0.799 -0.356 2.247  C6 1.388, C8 1.382, H17 1.090
8 C -0.433 -0.324 0.915  C3 1.473, C7 1.382, N24 1.400
9 C 1.015 1.680 0.438  C10 1.488, H19 1.131, H20 1.081, N24 1.542
10 C 0.679 3.024 -0.105  C9 1.488, H21 1.062, H22 1.077, O27 1.550
11 H -0.282 0.517 -3.630  C1 1.096
12 H -0.301 -1.363 -3.909  C1 1.114
13 H 1.110 -0.598 -3.264  C1 1.061
14 H -0.176 -3.551 0.321  C4 1.080
15 H -1.517 -3.609 2.631  C5 1.084
16 H -1.959 -1.707 3.565  C6 1.044
17 H -0.736 0.543 2.860  C7 1.090
18 H -0.352 0.693 -0.605  N24 1.012
19 H 1.629 1.856 1.371  C9 1.131
20 H 1.541 1.094 -0.303  C9 1.081
21 H -0.199 3.522 0.224  C10 1.062
22 H 0.575 3.234 -1.156  C10 1.077
23 H 1.731 4.650 -0.084  O27 0.929
24 N -0.348 0.963 0.370  C8 1.400, C9 1.542, H18 1.012
25 O -0.066 -0.575 -1.880  C1 1.458, C2 1.324
26 O 0.168 -2.818 -1.811  C2 1.211
27 O 1.838 3.894 0.445  C10 1.550, H23 0.929

As for the HOMO energy: -8.43 eV. The structure (SMILES) is COC(=O)c1ccccc1NCCO. The HOMO-LUMO gap comes out at 9.0361 eV.



(b)
C10H13NO3 in the gas phase, computed with ωB97M-V with the def2-TZVPD basis set.

Each atom is followed by the atoms it is bonded to, with distances in Å.
Geometry (Å):
1 C -1.100 -0.860 0.049  C5 1.392, N11 1.172
2 C 1.758 0.765 0.129  C3 1.561, C4 1.354, O13 1.426
3 C 0.283 1.146 -0.212  C2 1.561, C5 1.459, C6 1.487
4 C 3.000 1.302 0.104  C2 1.354, O12 1.150
5 C -1.030 0.509 -0.195  C1 1.392, C3 1.459, O14 1.375
6 C 0.312 2.598 -0.533  C3 1.487, H15 1.118, H16 1.012, H17 1.203
7 C 2.787 -2.809 0.098  C9 1.503, H18 1.016, H19 1.172, H20 1.171
8 C -3.512 0.342 1.321  C10 1.556, H21 1.102, H22 1.088, H23 1.109
9 C 2.215 -1.573 -0.538  C7 1.503, O13 1.403, H24 1.037, H25 1.108
10 C -3.385 0.519 -0.220  C8 1.556, O14 1.456, H26 1.113, H27 1.080
11 N -1.015 -2.026 0.134  C1 1.172
12 O 4.106 1.458 0.376  C4 1.150
13 O 1.992 -0.604 0.452  C2 1.426, C9 1.403
14 O -2.152 1.221 -0.550  C5 1.375, C10 1.456
15 H 0.865 2.656 -1.503  C6 1.118
16 H 0.856 3.181 0.091  C6 1.012
17 H -0.774 3.105 -0.639  C6 1.203
18 H 2.058 -3.222 0.674  C7 1.016
19 H 3.048 -3.596 -0.730  C7 1.172
20 H 3.678 -2.548 0.811  C7 1.171
21 H -2.465 0.238 1.649  C8 1.102
22 H -4.209 1.052 1.760  C8 1.088
23 H -3.826 -0.721 1.287  C8 1.109
24 H 1.416 -1.669 -1.191  C9 1.037
25 H 2.913 -1.186 -1.307  C9 1.108
26 H -4.269 1.114 -0.541  C10 1.113
27 H -3.547 -0.393 -0.776  C10 1.080

As for the HOMO energy (spin up / spin down): -8.08 / -8.08 eV. The structure (SMILES) is CCOC(=C=O)/C(C)=C(\C#N)OCC. The HOMO-LUMO gap (spin up / spin down) comes out at 8.1000 / 8.1005 eV.



Which one sits at the bottom of the stability order? (b) does.